Entry 1:
Here is a molecular structure, C24H57AsF6N7O6 at a distorted geometry from the OMol25 dataset. Energies are from ωB97M-V/def2-TZVPD.

- net charge = -1
- E_LUMO (eV) = 2.22
- largest force on an atom (hartree/bohr) = 0.071
- HOMO level (eV) = -6.09
- spin multiplicity = 1
- HOMO-LUMO gap (eV) = 8.3
- energy (eV) = -125678.3435

Positions of all 101 atoms, in Å:
As 19.6111 -20.3514 15.5357
F 21.4311 -20.1768 15.7618
F 19.2558 -19.3041 16.9482
F 17.8504 -20.5496 15.2319
F 19.8747 -21.3350 14.0310
F 19.4374 -21.8126 16.5583
F 19.6388 -18.8742 14.5808
C 22.4301 -20.0242 18.8250
C 21.2876 -20.1796 19.9832
N 20.8400 -18.8701 20.4331
C 19.5071 -18.8427 20.9772
C 19.4197 -19.5946 22.3442
C 21.9191 -18.2776 21.2967
C 21.6255 -16.7928 21.7869
H 23.4573 -20.0390 19.1893
H 22.3037 -19.0782 18.2984
H 22.2282 -20.8268 18.1157
H 20.5759 -20.7062 19.3474
H 21.5166 -20.8207 20.8345
H 19.0159 -17.8716 21.0387
H 18.8779 -19.3907 20.2759
H 19.9854 -19.3018 23.2287
H 18.4206 -19.6881 22.7700
H 19.7011 -20.5990 22.0277
H 22.9020 -18.4207 20.8478
H 22.0402 -18.9367 22.1564
H 20.9011 -16.7566 22.6005
H 21.2563 -16.1214 21.0116
H 22.5263 -16.4227 22.2766
C 17.7469 -21.3632 11.1517
C 16.4847 -20.5481 11.1287
O 15.4764 -21.0187 10.5876
N 16.4430 -19.3385 11.7275
C 17.5169 -18.5732 12.2029
H 17.5092 -22.2605 10.5804
H 18.0905 -21.6812 12.1360
H 18.5573 -20.9251 10.5692
H 15.6027 -18.8153 11.5265
H 18.4390 -19.1541 12.1830
H 17.3716 -18.1245 13.1856
H 17.8060 -17.9028 11.3936
C 21.5960 -17.5961 12.1850
C 21.0405 -16.2051 11.9778
O 21.3354 -15.2844 12.7381
N 20.1575 -15.9729 11.0251
C 19.8954 -16.9468 9.9127
H 22.1695 -17.6763 13.1085
H 22.1044 -17.9697 11.2962
H 20.7681 -18.2904 12.3283
H 19.7138 -15.0655 11.0307
H 18.9359 -16.7711 9.4262
H 19.6692 -17.9310 10.3229
H 20.7033 -16.8889 9.1834
C 16.6398 -20.8233 19.1472
C 17.3256 -22.0901 19.7651
O 16.9077 -22.5175 20.8419
N 18.3764 -22.6537 19.0679
C 19.0996 -23.7940 19.6256
H 17.3077 -20.3108 18.4548
H 16.3204 -20.1362 19.9307
H 15.8042 -21.1474 18.5268
H 18.8477 -22.1992 18.2988
H 20.1749 -23.6751 19.4923
H 18.7663 -24.6228 19.0010
H 19.0297 -23.8867 20.7094
C 26.5825 -22.2093 13.1621
C 25.1065 -21.8985 13.1742
O 24.7493 -20.9636 12.5188
N 24.2006 -22.6565 13.8381
C 22.7992 -22.4076 13.8864
H 26.8537 -23.0883 13.7469
H 27.0738 -21.3367 13.5926
H 26.7984 -22.3049 12.0980
H 24.6574 -23.4123 14.3283
H 22.3061 -22.9060 13.0517
H 22.7271 -21.3200 13.8875
H 22.3969 -22.7001 14.8563
C 18.3639 -24.7531 14.2170
C 17.0161 -24.8314 14.9598
O 16.2556 -25.6723 14.4928
N 16.7396 -24.1482 16.0455
C 15.4300 -24.3943 16.8090
H 18.4339 -25.5903 13.5225
H 19.3272 -24.8572 14.7164
H 18.4239 -23.7528 13.7882
H 17.4168 -23.4646 16.3525
H 15.5277 -24.4727 17.8918
H 14.9736 -25.2682 16.3442
H 14.6490 -23.6374 16.7367
C 12.3267 -16.7807 15.3608
C 13.3429 -17.3916 16.3421
O 13.5179 -16.8280 17.4188
N 14.1365 -18.3785 15.8677
C 15.3437 -18.8834 16.4546
H 12.6589 -15.7829 15.0741
H 11.3378 -16.6008 15.7826
H 12.2026 -17.2781 14.3989
H 13.8783 -18.7849 14.9799
H 16.0980 -18.3940 15.8385
H 15.4067 -19.9700 16.3954
H 15.3597 -18.6047 17.5083

Here are the Löwdin charges for atoms 1 to 5, given in e: 0.9373, -0.2889, -0.2779, -0.2977, -0.2922


Entry 2:
Here is C3H2O3 in the gas phase from the OMol25 dataset. Energies are from ωB97M-V/def2-TZVPD.

- E_LUMO (eV) = -1.32
- largest force on an atom (hartree/bohr) = 0.012
- HOMO level (eV) = -10.06
- structure (SMILES) = O=CC(=O)C=O
- energy relative to the best compared isomer or geometry (same formula, charge and spin) (kcal/mol) = 35.2
- spin multiplicity = 1
- HOMO-LUMO gap (eV) = 8.7
- energy (eV) = -9284.0020

Positions of all 8 atoms, in Å:
O 0.6774 -1.6313 0.9969
C -0.3537 -1.0894 0.6959
C -0.3935 -0.0055 -0.3787
O -1.2488 -0.0142 -1.2316
C 0.6732 1.0890 -0.3584
O 1.3302 1.3232 0.6214
H -1.3402 -1.3814 1.1045
H 0.7264 1.6785 -1.2944

Here are the Löwdin charges for atoms 1 to 5, given in e: 0.1048, -0.1612, -0.2939, 0.1330, -0.1585


Entry 3:
Here is a molecular structure, C31H37FeGe2N2S2 at a distorted geometry from the OMol25 dataset. Energies are from ωB97M-V/def2-TZVPD.

- E_LUMO (spin up / spin down) (eV) = -1.60 / 0.30
- largest force on an atom (hartree/bohr) = 0.061
- HOMO level (spin up / spin down) (eV) = -7.76 / -7.78
- energy relative to the best compared isomer or geometry (same formula, charge and spin) (kcal/mol) = 9.7
- spin multiplicity = 2
- HOMO-LUMO gap (spin up / spin down) (eV) = 6.2 / 8.1
- energy (eV) = -204816.4811

Positions of all 75 atoms, in Å:
Fe -0.1727 -0.2394 0.3602
C 2.7091 -0.3010 -1.0409
N 2.2147 0.3885 0.1539
C 2.4339 1.8419 0.0354
C 1.2209 2.7005 0.4133
N -0.0213 2.2076 -0.1692
C -0.0887 2.4128 -1.6145
C -1.2017 2.7592 0.4504
C -1.2690 4.0518 0.9424
C -2.4378 4.5295 1.5170
C -3.5541 3.7156 1.6037
C -3.5056 2.4271 1.1109
C -2.3370 1.9398 0.5337
S -2.3025 0.3153 -0.1029
C 2.7811 -0.1346 1.3797
C 4.1126 -0.5209 1.4560
C 4.6508 -1.0286 2.6268
C 3.8699 -1.1059 3.7676
C 2.5513 -0.7028 3.7183
C 1.9812 -0.2484 2.5276
S 0.2702 0.1105 2.5276
H 3.6962 0.0559 -1.3606
H 2.7716 -1.3721 -0.8579
H 2.0058 -0.1360 -1.8599
H 3.2670 2.1525 0.6772
H 2.7112 2.0645 -0.9974
H 1.0928 2.6972 1.4972
H 1.4427 3.7287 0.0869
H 0.0041 3.4752 -1.8768
H 0.7031 1.8502 -2.1040
H -1.0503 2.0541 -1.9788
H -0.4079 4.7001 0.8803
H -2.4697 5.5388 1.8964
H -4.4640 4.0839 2.0576
H -4.3619 1.7740 1.1791
H 4.7419 -0.4526 0.5834
H 5.6786 -1.3560 2.6472
H 4.2854 -1.4874 4.6900
H 1.9271 -0.7622 4.5963
C -3.5238 -2.8457 -1.3557
Ge -1.6422 -3.4562 -1.6154
C -1.1435 -2.5890 -3.3455
C -1.7737 -5.4384 -1.9209
Ge 0.0055 -2.5622 0.1170
C -0.5610 -3.4274 1.8304
C 0.1918 -3.2384 2.9847
C -0.2613 -3.6568 4.2213
C -1.4891 -4.2864 4.3278
C -2.2421 -4.5078 3.1877
C -1.7852 -4.0747 1.9556
C 1.7082 -3.5256 -0.3433
C 1.9052 -4.0451 -1.6201
C 3.1449 -4.4937 -2.0354
C 4.2286 -4.4242 -1.1773
C 4.0535 -3.9243 0.1024
C 2.8054 -3.4928 0.5146
H -4.1489 -3.3433 -2.0932
H -3.5917 -1.7739 -1.5110
H -3.9163 -3.0677 -0.3691
H -1.8862 -2.8261 -4.1010
H -0.1718 -2.8938 -3.7192
H -1.1318 -1.5104 -3.2067
H -2.5022 -5.6006 -2.7106
H -2.1172 -5.9514 -1.0282
H -0.8304 -5.8783 -2.2240
H 1.1490 -2.7392 2.9249
H 0.3376 -3.4792 5.1035
H -1.8584 -4.5981 5.2953
H -3.1984 -5.0078 3.2673
H -2.3906 -4.2437 1.0723
H 1.0627 -4.1046 -2.2979
H 3.2756 -4.8860 -3.0345
H 5.2047 -4.7545 -1.5049
H 4.9013 -3.8548 0.7713
H 2.6885 -3.1098 1.5191

Here are the Löwdin charges for atoms 1 to 5, given in e: 0.0150, -0.0748, -0.1764, -0.1415, -0.1881


Entry 4:
Here is a molecular structure, C24H25N4OTi at a distorted geometry from the OMol25 dataset. Energies are from ωB97M-V/def2-TZVPD.

- net charge = +1
- E_LUMO (eV) = -5.48
- largest force on an atom (hartree/bohr) = 0.056
- HOMO level (eV) = -11.85
- energy relative to the best compared isomer or geometry (same formula, charge and spin) (kcal/mol) = 65.9
- spin multiplicity = 1
- HOMO-LUMO gap (eV) = 6.4
- energy (eV) = -56409.7983

Positions of all 55 atoms, in Å:
C 2.5223 -0.2455 1.4194
C 2.4586 -0.9812 0.1960
C 1.9487 -0.0982 -0.8255
H 2.7982 -2.0054 0.0427
C 1.7063 1.1822 -0.2199
C 2.0820 1.0885 1.1619
H 1.3610 2.0734 -0.7527
C -1.1511 -2.0033 1.4407
C -0.0538 -2.5884 0.7251
C -0.1790 -2.2020 -0.6522
H 0.7102 -3.2532 1.1400
C -1.3635 -1.3770 -0.8026
C -1.9317 -1.2471 0.5151
H 1.8467 -0.3189 -1.8874
H 2.1067 1.9202 1.8695
H 2.9190 -0.6236 2.3671
H -2.8802 -0.7433 0.7249
H 0.4569 -2.5467 -1.4682
H -1.3842 -2.1777 2.4946
Ti 0.3517 -0.4322 0.7300
C -2.1532 -1.2511 -2.1027
C -3.3802 -2.1884 -1.9968
C -1.3246 -1.7242 -3.2910
H -3.0920 -3.2317 -1.8592
H -3.9639 -2.1140 -2.9204
H -4.0283 -1.8938 -1.1658
H -1.1009 -2.7883 -3.1588
H -0.3874 -1.1731 -3.3948
H -1.9018 -1.6257 -4.2142
C -2.8663 0.1372 -2.3619
C -2.1972 1.4906 -2.6827
H -3.4915 0.3253 -1.4791
H -3.5663 -0.0611 -3.1965
O -2.5223 2.5335 -2.1027
N -1.2236 1.4808 -3.6765
C -0.2811 2.6108 -3.8333
H -1.6045 1.1993 -4.5752
C 1.0632 2.0386 -4.2106
C 2.2432 2.6810 -3.8194
H 2.1700 3.6346 -3.2920
C 3.4785 2.1004 -4.1193
H 4.3960 2.5932 -3.8011
C 3.5312 0.8934 -4.8270
H 4.4933 0.4350 -5.0597
C 2.3520 0.2511 -5.2191
H 2.3697 -0.7023 -5.7489
C 1.1136 0.8358 -4.9257
H 0.1902 0.3541 -5.2565
H -0.2244 3.1821 -2.8987
H -0.6592 3.2727 -4.6340
N -0.4281 0.7190 2.1594
C -0.7452 1.2240 3.1860
N -1.2166 1.8655 4.1581
C -0.8584 1.7730 5.4231
N -0.5935 1.7504 6.5656

Here are the Löwdin charges for atoms 1 to 5, given in e: -0.1082, -0.1444, -0.1286, 0.1383, -0.0890


Entry 5:
Here is a molecular structure, C19H49ClN7O5V at a distorted geometry from the OMol25 dataset. Energies are from ωB97M-V/def2-TZVPD.

- net charge = +1
- E_LUMO (spin up / spin down) (eV) = -3.46 / -3.48
- largest force on an atom (hartree/bohr) = 0.043
- HOMO level (spin up / spin down) (eV) = -9.76 / -9.76
- spin multiplicity = 4
- HOMO-LUMO gap (spin up / spin down) (eV) = 6.3 / 6.3
- energy (eV) = -79371.9722

Positions of all 82 atoms, in Å:
V -0.0510 2.3277 -1.5498
Cl -0.3739 -0.0538 -0.9264
C 0.6366 -3.6740 3.0716
C -0.3353 -2.6075 3.5694
C -0.8034 -2.9986 4.9954
C -1.4243 -1.7880 5.6908
C -0.4758 -0.6244 5.6771
C -0.1598 -0.1116 4.2811
N 0.2545 -1.2811 3.5078
O 0.8550 -0.9599 2.2717
C -1.4311 0.5401 3.6736
C 0.9597 0.9237 4.3093
C -1.5817 -2.6892 2.6165
H 1.4094 -3.8624 3.8268
H 1.2085 -3.4458 2.1733
H 0.0988 -4.6148 2.9479
H -1.5064 -3.8270 4.9081
H 0.0373 -3.4471 5.5316
H -1.5542 -2.1204 6.7296
H -2.4629 -1.6712 5.3762
H 0.4565 -0.9370 6.1587
H -0.7806 0.2413 6.2732
H -2.3520 -0.0443 3.6912
H -1.7003 1.4415 4.2402
H -1.3778 0.9269 2.6493
H 1.9175 0.4223 4.4467
H 1.0770 1.5068 3.3925
H 0.7126 1.6630 5.0731
H -2.3980 -3.3045 2.9933
H -1.3009 -2.8956 1.5836
H -1.9844 -1.6775 2.6167
H 0.1037 -0.7841 1.6703
C 1.7641 6.2995 -1.9442
C 1.5949 4.7791 -1.9092
C 1.9528 4.2396 -0.5288
O 1.7081 2.8385 -0.5470
C 2.0213 2.1391 0.7047
N 0.1940 4.4627 -2.3062
H 2.7864 6.6537 -1.7917
H 1.2098 6.7495 -1.1150
H 1.4200 6.7640 -2.8674
H 2.2340 4.2705 -2.6303
H 1.2886 4.6914 0.2195
H 2.9947 4.4751 -0.3081
H 3.1100 2.1854 0.7444
H 1.6900 1.1093 0.6493
H 1.6212 2.6864 1.5565
H 0.0454 4.8449 -3.2373
H -0.5095 4.9889 -1.7818
C -0.3535 -4.0746 -4.9248
C -0.2085 -2.8587 -4.0142
C 0.3292 -1.5634 -4.6420
O -0.1596 -1.3357 -5.9537
C 0.5097 -0.3754 -6.7202
N -1.5160 -2.6351 -3.3820
H -0.7091 -4.9405 -4.3737
H 0.5725 -4.2898 -5.4580
H -1.1286 -3.8454 -5.6601
H 0.5607 -3.0468 -3.2566
H 1.4108 -1.6947 -4.8186
H 0.0875 -0.7392 -3.9641
H -0.0199 -0.3439 -7.6748
H 1.5478 -0.6755 -6.8899
H 0.3792 0.6472 -6.3429
H -2.2161 -2.4683 -4.0907
H -1.4168 -1.8659 -2.7341
C 2.4957 1.0099 -3.0506
O 1.4795 1.7420 -3.0250
N 3.5097 1.2762 -3.8829
N 2.5994 -0.0768 -2.2471
H 3.3062 1.8635 -4.6727
H 4.3724 0.7658 -3.8538
H 1.7914 -0.3777 -1.7186
H 3.3995 -0.6735 -2.3470
C -4.1953 -0.0108 1.0757
O -4.1649 1.2212 0.9341
N -5.2026 -0.6669 1.6932
N -3.1291 -0.7775 0.6937
H -5.9473 -0.1953 2.1698
H -5.1242 -1.6515 1.8599
H -2.4520 -0.3241 0.1117
H -3.2067 -1.7695 0.7824

Here are the Löwdin charges for atoms 1 to 5, given in e: 0.8694, 0.1226, -0.0415, -0.4911, -0.1284


Entry 6:
Here is C15H30N2O4 in the gas phase from the OMol25 dataset. Energies are from ωB97M-V/def2-TZVPD.

- E_LUMO (eV) = 0.61
- largest force on an atom (hartree/bohr) = 0.011
- HOMO level (eV) = -9.37
- structure (SMILES) = CCCCOCCCNC(=O)N[C@H](C(=O)OC)[C@@H](C)CC
- energy relative to the best compared isomer or geometry (same formula, charge and spin) (kcal/mol) = 7.1
- spin multiplicity = 1
- HOMO-LUMO gap (eV) = 10.0
- energy (eV) = -27213.2022

Positions of all 51 atoms, in Å:
C 2.2685 2.8628 1.5753
C 2.9809 1.5238 1.4338
C 3.8146 1.4693 0.1558
C 4.6685 0.2009 0.0704
O 3.9554 -1.0094 0.1530
C 3.1522 -1.3080 -0.9638
C 2.6614 -2.7454 -0.8137
C 1.6007 -2.8674 0.2830
N 0.3315 -2.3071 -0.1181
C -0.1641 -1.1568 0.4168
O 0.3313 -0.5900 1.3683
N -1.2731 -0.6712 -0.2409
C -2.0766 0.3458 0.3918
C -3.3599 -0.2014 0.9964
O -4.2334 0.4759 1.4689
O -3.3990 -1.5420 0.9647
C -4.5396 -2.1430 1.5618
C -2.3612 1.5503 -0.5311
C -1.0980 2.3973 -0.6597
C -2.8552 1.1294 -1.9194
C -4.1646 0.3498 -1.9007
H 1.6390 3.0528 0.7087
H 2.9876 3.6763 1.6590
H 1.6407 2.8642 2.4625
H 2.2446 0.7194 1.4287
H 3.6361 1.3678 2.2935
H 3.1577 1.5351 -0.7147
H 4.4944 2.3245 0.1199
H 5.2590 0.2208 -0.8616
H 5.3575 0.1685 0.9188
H 3.7435 -1.2026 -1.8888
H 2.2922 -0.6258 -1.0267
H 3.5145 -3.3701 -0.5494
H 2.2542 -3.0942 -1.7657
H 1.9266 -2.3169 1.1669
H 1.4573 -3.9213 0.5450
H -0.0786 -2.6711 -0.9634
H -1.7659 -1.3010 -0.8544
H -1.4752 0.7050 1.2411
H -4.3929 -3.2172 1.4857
H -5.4464 -1.8387 1.0347
H -4.6224 -1.8394 2.6065
H -3.1436 2.1391 -0.0421
H -0.2844 1.7951 -1.0575
H -1.2672 3.2388 -1.3275
H -0.7977 2.7815 0.3113
H -3.0018 2.0377 -2.5081
H -2.0789 0.5424 -2.4152
H -4.9219 0.8942 -1.3414
H -4.5275 0.2003 -2.9158
H -4.0410 -0.6288 -1.4427

Here are the Löwdin charges for atoms 1 to 5, given in e: -0.1084, -0.2557, -0.1941, -0.2293, -0.1456


Entry 7:
Here is 2 unconnected molecules or ions with the total composition C3H8N2O at a distorted geometry from the OMol25 dataset. Energies are from ωB97M-V/def2-TZVPD.

- E_LUMO (eV) = 0.79
- largest force on an atom (hartree/bohr) = 0.030
- HOMO level (eV) = -9.11
- structure (SMILES) = C=CN.NC=O
- energy relative to the best compared isomer or geometry (same formula, charge and spin) (kcal/mol) = 49.6
- spin multiplicity = 1
- HOMO-LUMO gap (eV) = 9.9
- energy (eV) = -8267.1740

Positions of all 14 atoms, in Å:
C -0.8466 1.1972 0.9375
C -1.4845 1.3192 -0.2257
N -2.9036 1.4129 -0.2868
H -1.3538 1.0667 1.9055
H 0.2127 1.1080 1.1826
H -0.9892 1.2940 -1.1872
H -3.3131 1.4923 0.6434
H -3.0914 2.3828 -0.5846
N 1.8714 -1.5356 -0.9721
C 2.3581 -2.3950 0.0233
O 3.2906 -3.1393 -0.0458
H 1.9524 -0.6097 -0.5533
H 2.5026 -1.4739 -1.7725
H 1.7944 -2.1197 0.9359

Here are the Löwdin charges for atoms 1 to 5, given in e: -0.0355, -0.2898, -0.0050, 0.0516, 0.0333


Entry 8:
Here is 2 unconnected molecules or ions with the total composition C4H16N3O at a distorted geometry from the OMol25 dataset. Energies are from ωB97M-V/def2-TZVPD.

- net charge = +1
- E_LUMO (eV) = -3.01
- largest force on an atom (hartree/bohr) = 0.066
- HOMO level (eV) = -13.02
- energy relative to the best compared isomer or geometry (same formula, charge and spin) (kcal/mol) = 57.7
- spin multiplicity = 1
- HOMO-LUMO gap (eV) = 10.0
- energy (eV) = -10917.3562

Positions of all 24 atoms, in Å:
N -0.0901 -1.1910 1.0178
C 0.4489 -0.1471 0.0795
C -0.0786 -0.4373 -1.3692
C -1.4492 0.4412 -1.6416
N -2.3262 0.0656 -0.5800
C 1.9653 -0.0692 0.4520
N 2.4190 -1.5188 0.6664
H 0.5637 -1.4013 1.8754
H -1.0264 -0.7710 1.3475
H -0.3178 -1.9189 0.2752
H 0.0962 0.7970 0.4047
H -0.2409 -1.5081 -1.6262
H 0.7380 -0.1877 -2.0778
H -1.7416 0.0565 -2.6373
H -1.4671 1.5143 -1.7176
H -2.6825 -0.8895 -0.4936
H -2.9313 0.7215 -0.1263
H 2.7079 0.2743 -0.2929
H 2.2825 0.6808 1.2584
H 2.5988 -1.5956 1.6589
H 3.2823 -1.5979 0.1218
H -1.4274 2.3004 0.5662
H -0.3873 3.3402 0.6412
O -0.6448 2.4911 1.0121

Here are the Löwdin charges for atoms 1 to 5, given in e: 0.1550, -0.3238, -0.0858, -0.2211, -0.0234